# 1
Molecular formula: C6H29NO9
Method: DFT, ωB97M-V/def2-TZVPD

Gap between HOMO and LUMO: 7.6611 eV
SMILES string: CN/C=C/CCCO.O.O.O.O.O.O.O.O
F_max: 0.0882 Eh/bohr

```
45
Properties=species:S:1:pos:R:3:forces:R:3:nbo_charge:R:1
C 3.9798 1.1123 -0.0019 -3.17 -0.53 -2.28 -0.4245
N 3.2729 -0.1557 -0.3860 0.95 1.54 1.65 -0.6183
C 1.8644 -0.1068 -0.1027 2.60 -3.71 0.16 0.0136
C 1.2022 -1.2131 0.2374 -1.60 1.61 0.14 -0.2875
C -0.3101 -1.1341 0.2731 -2.25 0.87 2.18 -0.4472
C -1.2075 -2.4114 0.0557 1.54 0.25 -2.59 -0.4350
C -0.8670 -2.6662 -1.4660 -0.98 -0.69 -0.35 -0.0545
O -1.8060 -1.9326 -2.2410 0.63 2.65 -2.71 -0.8077
H 4.9941 0.9757 0.0533 2.60 -0.26 -0.95 0.1986
H 3.7866 1.5256 0.9359 -1.09 0.35 2.01 0.1665
H 3.5479 1.7890 -0.7389 1.31 0.51 0.06 0.2062
H 3.9073 -0.8729 0.0076 -1.81 -0.29 -0.21 0.3754
H 1.3116 0.7562 -0.2560 -0.42 1.84 -0.88 0.1709
H 1.7513 -1.9982 0.6716 0.38 -1.38 0.06 0.2046
H -0.6758 -0.3454 -0.4013 0.35 -0.59 -0.77 0.2166
H -0.7006 -0.5636 1.1660 0.77 -0.96 0.03 0.1940
H -2.3344 -2.2707 0.1015 1.78 -0.24 0.32 0.2288
H -0.8609 -3.3372 0.5453 -0.24 0.67 0.49 0.2101
H -1.1105 -3.6684 -1.8023 0.54 -0.74 0.54 0.1666
H 0.2103 -2.4628 -1.7041 -0.95 0.09 0.23 0.1676
H -1.4064 -1.4838 -3.1238 -0.50 -1.86 3.16 0.5180
O 0.0174 -1.0076 -4.0716 -3.18 -0.29 -1.12 -0.9819
H -0.3615 -0.1323 -4.2796 1.61 -0.32 0.48 0.5129
H 0.9011 -1.1458 -3.8188 1.61 0.94 0.44 0.5047
O -0.1636 1.8650 -2.3094 1.39 2.22 0.47 -0.9565
H 0.4358 2.6818 -2.4597 -1.60 -2.14 0.07 0.4450
H -0.5749 2.0983 -1.4364 0.14 -0.29 -1.05 0.4970
O -4.0996 -1.1030 -0.7088 1.04 0.29 -4.17 -0.9576
H -3.2784 -1.0408 -1.3569 -2.20 -0.54 1.54 0.5010
H -3.6952 -1.0367 0.1106 0.95 0.34 2.60 0.4456
O -0.8302 3.1580 -0.0317 2.43 -0.32 0.07 -0.9798
H -1.5169 3.6703 0.3791 -0.03 0.76 0.35 0.5048
H 0.1103 3.4888 0.1485 -2.48 0.04 0.03 0.4915
O -0.2480 -1.1713 3.8897 0.87 1.88 -0.87 -0.9370
H -0.1549 -0.2487 4.2399 -0.06 -1.04 0.16 0.4898
H -0.0924 -0.9145 2.9454 -0.12 -0.80 0.66 0.4921
O -2.8421 -0.9092 4.1924 -0.08 -1.31 -0.98 -0.9932
H -3.2719 -1.6894 3.7565 0.36 1.13 0.68 0.4612
H -1.8754 -1.1314 4.0841 -0.83 0.19 0.22 0.4859
O 2.4444 3.6641 -0.5828 -2.67 -0.35 -1.21 -0.9008
H 1.9064 3.8673 -1.4051 1.35 0.20 1.10 0.4612
H 1.8663 2.9315 -0.2589 1.20 0.37 0.06 0.4508
O -0.8062 1.3402 2.5574 0.95 1.84 -0.53 -0.9839
H -1.6977 0.9885 2.4925 -0.36 0.39 -0.11 0.4970
H -0.7220 2.2411 2.1004 -0.71 -2.30 0.87 0.4873
```
Forces are in eV/Å.


# 2
Molecular formula: C7H5ClNO8Pt
Method: DFT, ωB97M-V/def2-TZVPD

Gap between HOMO and LUMO: 7.5228 eV
F_max: 0.0095 Eh/bohr
Net charge: +3

```
23
Properties=species:S:1:pos:R:3:forces:R:3:nbo_charge:R:1
Pt 0.0526 0.5271 -1.4055 -0.33 -0.29 -0.21 1.6564
O -3.4434 -0.4366 0.3178 -0.02 0.00 0.01 -0.5109
C -2.2598 -0.2261 -0.0649 0.04 0.01 0.00 0.8384
O -1.9561 0.3152 -1.1737 -0.06 0.13 0.09 -0.5740
C -1.1517 -0.6779 0.8472 0.05 0.02 -0.03 0.1109
C -1.2139 -1.3335 2.0586 0.02 -0.01 -0.01 -0.1047
C 0.0007 -1.6719 2.6731 -0.02 -0.03 0.05 -0.0260
C 1.2368 -1.3724 2.0817 -0.01 0.00 -0.03 -0.1216
C 1.2303 -0.7134 0.8685 -0.07 -0.03 0.01 0.0971
N 0.0494 -0.3940 0.3078 0.22 0.13 0.13 -0.4362
C 2.3509 -0.2531 -0.0330 0.07 -0.07 0.17 0.8356
O 3.5867 -0.3961 0.1834 0.01 0.02 -0.05 -0.4927
O 2.0289 0.3272 -1.1149 -0.01 0.05 -0.21 -0.5133
H -4.1619 -0.1476 -0.2919 0.01 0.00 0.00 0.5812
H -2.1654 -1.5828 2.5158 -0.01 0.01 -0.01 0.3148
H -0.0154 -2.1835 3.6300 0.00 0.00 0.00 0.3076
H 2.1542 -1.6576 2.5843 0.01 0.01 -0.01 0.2952
H 3.8907 -0.8471 0.9952 -0.01 0.00 0.00 0.5642
O -1.2591 3.3804 -3.0508 -0.01 -0.06 -0.08 -0.5453
Cl -0.0760 2.6698 -3.1269 0.14 0.00 -0.06 2.4290
O 0.4715 2.4204 -1.5955 -0.18 0.08 0.21 -0.5275
O 0.9631 3.1054 -3.9219 0.01 0.01 0.09 -0.5158
O -0.3133 1.1480 -3.2843 0.13 0.02 -0.04 -0.6624
```
Forces are in eV/Å.